Computed, not measured: one molecule with the formula C6H9NO2S, with ωB97M-V/def2-TZVPD.

```
19
Properties=species:S:1:pos:R:3:forces:R:3
C 1.50792 -0.92353 0.24020 -0.60 1.40 -1.08
C 1.35227 1.52638 0.57160 -1.14 0.50 0.19
C 0.35052 -1.62567 0.74800 -2.12 -1.52 0.28
C -0.77653 -0.64897 1.16282 -1.67 0.76 -1.09
C -0.91254 0.48978 0.07942 2.02 -1.04 -1.51
C 0.38098 1.12503 -0.40653 0.97 -3.18 -0.03
N 0.60680 1.11769 -1.81725 -2.44 -0.30 2.18
O 2.49458 1.88034 -0.06120 0.27 0.18 0.11
O 1.18238 1.58922 1.78734 0.30 -0.11 -0.68
S 3.00016 -1.18755 -0.09682 0.57 -0.20 -0.08
H -0.12092 -2.46022 0.05137 1.37 1.73 1.03
H 0.71465 -2.14948 1.64271 -0.22 -0.18 -0.15
H -1.84308 -1.04996 1.05740 1.61 -0.27 0.76
H -0.64244 -0.21177 2.18302 0.05 -0.38 -1.02
H -1.44260 0.15312 -0.84376 0.19 -0.13 0.81
H -1.45301 1.25074 0.49780 -1.81 1.93 1.21
H -0.35274 1.28018 -2.12325 0.64 -0.03 -1.12
H 1.27866 1.72854 -2.20947 0.66 0.78 -0.01
H 3.11610 1.36830 0.45336 1.36 0.09 0.19
```
Positions in Å, forces in eV/Å.

Output
- LUMO level (alpha / beta): -0.24 / -0.33 eV
- HOMO energy (alpha / beta): -7.25 / -7.23 eV
- Orbital gap (alpha / beta): 0.2575 / 0.2537 Eh


Computed, not measured: one molecule with the formula C6H9NOS, with ωB97M-V/def2-TZVPD.

```
18
Properties=species:S:1:pos:R:3:forces:R:3
C 0.27136 -0.51554 -0.42070 0.84 -0.96 1.74
C -1.96866 -1.23085 0.25389 -0.51 -0.51 -0.55
C 1.57778 -0.32605 -0.51335 -0.92 -1.60 0.09
C -1.22500 1.02916 -1.27910 -4.59 1.79 -1.58
C -0.86596 2.33454 -0.55660 -0.72 0.76 -2.13
C -0.11685 -2.54667 0.97747 -0.01 0.94 1.60
N -0.58466 -1.40124 0.20776 -0.16 0.29 -0.34
O -2.79024 -1.97418 0.77398 1.63 0.18 0.14
S -2.64733 0.06561 -0.65813 0.72 1.51 -0.60
H 2.11577 -1.23642 -0.23195 0.67 0.23 -0.19
H 2.10886 0.47942 -0.99051 -0.14 0.23 0.07
H -1.26497 0.81378 -2.38658 0.90 0.99 1.23
H -0.89977 3.35521 -1.12925 -0.01 -2.10 0.26
H 0.16930 2.10039 -0.46488 1.37 0.60 1.20
H -1.42368 2.60002 0.35515 0.47 -0.96 -0.10
H 0.96054 -2.62918 0.83201 -0.18 -0.13 0.26
H -0.39308 -2.27551 2.06129 0.65 -1.11 -1.42
H -0.63029 -3.42755 0.60811 -0.01 -0.18 0.32
```
Positions in Å, forces in eV/Å.

Output
- 2S+1: 3
- LUMO level (alpha / beta): 0.81 / -2.17 eV
- HOMO energy (alpha / beta): -6.69 / -9.00 eV
- Orbital gap (alpha / beta): 0.2755 / 0.2509 Eh


Asked for ΔE to the lowest compared entry with this formula, charge and spin across the records above, the calculation gives 74.71; 62.47 kcal/mol in order.
Asked for total energy across the records above, the calculation gives -837.3396; -761.9763 a.u. in order.
Asked for M across the records above, the calculation gives 159.21; 143.21 g/mol in order.